[1]
C4H6O2 | the ωB97M-V functional and the def2-TZVPD basis

Multiplicity   1
ΔE to the lowest compared entry with this formula, charge and spin   1.143 eV
HOMO-LUMO gap   9.678 eV
LUMO   0.963 eV
SMILES   O[C@H]1CC=CO1
Charge   0

Element x y z (Å)
O  -2.04  0.67  0.19
C  -0.98  -0.21  0.19
C  0.03  -0.04  -0.96
C  1.35  -0.20  -0.24
C  1.10  -0.18  1.07
O  -0.22  -0.08  1.41
H  -1.68  1.56  0.10
H  -1.44  -1.21  0.20
H  -0.13  -0.78  -1.75
H  -0.08  0.96  -1.41
H  2.32  -0.27  -0.70
H  1.78  -0.22  1.91

***

[2]
C17H35BBr3CaCl3F2LiN5O12P3 | the ωB97M-V functional and the def2-TZVPD basis

Multiplicity   1
HOMO-LUMO gap   1.556 eV
LUMO   -2.513 eV
Charge   -1

Element x y z (Å)
C  -5.74  1.32  0.95
O  -5.02  0.33  0.17
C  -5.60  -0.99  0.29
C  -5.37  -1.81  -1.08
C  -3.85  -1.74  -1.62
C  -2.83  -2.42  -0.58
C  -2.31  -1.34  0.52
C  -0.76  -1.37  1.00
C  0.32  -1.50  -0.21
N  0.82  -1.58  -1.31
C  -0.47  0.11  1.63
Cl  -0.35  1.28  0.18
C  0.94  0.23  2.38
N  2.03  0.05  2.89
P  -1.90  0.79  2.70
P  -1.76  0.19  4.79
O  -3.10  -0.55  5.12
O  -1.79  1.61  5.80
O  -0.41  -0.77  5.16
P  -0.60  -2.80  2.21
N  -0.72  -4.23  1.44
O  -1.89  -2.79  3.35
O  0.91  -2.88  3.02
H  -6.86  1.23  0.73
H  -5.41  2.37  0.56
H  -5.46  1.29  2.07
H  -6.75  -0.93  0.49
H  -5.17  -1.61  1.18
H  -5.67  -2.91  -0.93
H  -6.04  -1.36  -1.90
H  -3.58  -0.64  -1.79
H  -3.78  -2.33  -2.61
H  -2.01  -3.05  -1.19
H  -3.45  -3.23  0.02
H  -2.63  -0.30  0.12
H  -2.98  -1.51  1.45
H  -1.68  2.23  2.72
H  -2.76  1.85  5.80
H  -0.66  -1.59  5.65
H  -0.82  -4.08  0.42
H  -2.35  -3.67  3.33
H  0.69  -2.90  4.00
Li  -7.32  -0.22  2.45
Br  0.73  2.79  3.23
Cl  1.86  2.78  -3.70
C  2.74  1.44  -2.92
C  3.80  0.84  -3.82
Cl  3.09  -0.04  -5.20
H  2.01  0.69  -2.61
H  3.21  1.85  -2.02
H  4.41  0.13  -3.26
H  4.47  1.61  -4.22
C  6.02  4.52  0.43
C  5.04  3.45  0.01
O  5.03  2.98  -1.12
N  4.15  3.01  0.94
C  4.00  3.43  2.32
H  6.66  4.77  -0.42
H  5.48  5.42  0.74
H  6.64  4.15  1.25
H  3.52  2.29  0.59
H  4.14  2.55  2.96
H  2.98  3.81  2.45
H  4.72  4.20  2.60
Ca  -2.38  -5.63  0.67
Br  -1.32  -3.03  -2.64
Br  -1.13  -4.26  5.09
N  -7.63  -2.23  -3.75
H  -8.19  -2.47  -2.92
H  -7.43  -1.23  -3.74
H  -6.75  -2.76  -3.73
H  -8.15  -2.47  -4.59
B  7.56  -0.23  -2.75
O  8.25  0.30  -1.56
C  8.78  1.48  -1.89
O  9.42  2.18  -1.14
C  8.47  1.77  -3.29
O  8.81  2.76  -3.90
O  7.75  0.78  -3.81
F  6.16  -0.40  -2.47
F  8.14  -1.48  -3.14
O  -0.74  0.99  -5.31
H  -0.19  1.51  -4.72

***

[3]
C16H32O2P2Ru | the ωB97M-V functional and the def2-TZVPD basis

Expectation value of S²   6.034
Multiplicity   5
ΔE to the lowest compared entry with this formula, charge and spin   3.661 eV
HOMO-LUMO gap (spin up / spin down)   7.358 / 3.865 eV
LUMO (spin up / spin down)   -6.492 / -10.225 eV
Charge   +2

Element x y z (Å)
P  0.30  -2.10  1.58
P  0.18  1.81  1.64
C  0.03  -0.69  0.25
C  0.65  0.72  0.23
H  -0.96  -0.73  -0.22
H  0.71  -1.32  -0.36
H  1.74  0.71  0.03
H  0.16  1.29  -0.57
C  -1.47  2.50  1.10
H  -1.69  3.33  1.80
H  -2.23  1.70  1.28
H  -1.54  2.86  0.06
C  1.42  3.11  1.84
H  1.34  3.93  1.13
H  2.44  2.70  1.77
H  1.24  3.50  2.85
C  -0.88  -3.42  1.24
H  -0.72  -4.16  2.04
H  -0.74  -3.91  0.26
H  -1.90  -3.03  1.31
C  2.06  -2.55  1.44
H  2.72  -1.72  1.72
H  2.36  -2.92  0.45
H  2.20  -3.37  2.17
Ru  -0.79  -0.15  2.05
C  0.49  1.60  -2.62
C  -0.86  1.66  -2.46
C  -1.79  0.88  -3.33
C  -1.38  -0.60  -3.61
C  -0.64  -1.35  -2.56
C  0.71  -1.49  -2.60
C  1.60  -0.63  -3.47
C  1.16  0.84  -3.71
C  0.11  -1.26  3.73
H  1.17  2.26  -2.06
H  -1.37  2.30  -1.73
H  -1.95  1.32  -4.34
H  -2.77  0.94  -2.84
H  -2.30  -1.17  -3.79
H  -0.85  -0.63  -4.57
H  -1.27  -1.91  -1.87
H  1.29  -2.23  -2.04
H  1.79  -1.05  -4.48
H  2.59  -0.67  -2.98
H  2.07  1.41  -3.90
H  0.61  0.89  -4.65
H  0.88  -0.51  4.01
H  0.54  -2.30  3.77
H  -0.66  -1.27  4.49
O  -1.29  2.20  5.87
C  -1.45  1.21  5.14
O  -1.47  1.23  3.83
H  -1.60  0.26  5.69

***

[4]
C5H8N2O2S | the ωB97M-V functional and the def2-TZVPD basis

Multiplicity   1
ΔE to the lowest compared entry with this formula, charge and spin   7.052 eV
HOMO-LUMO gap   9.013 eV
LUMO   -0.062 eV
Charge   0

Element x y z (Å)
C  -0.36  -1.20  -0.66
C  -0.94  -2.39  -0.71
C  -0.80  0.05  -1.45
C  -0.72  1.19  -0.41
C  0.77  1.48  -0.18
N  0.93  -1.27  -0.12
N  1.29  -0.21  3.21
O  0.94  0.28  4.25
O  1.33  0.59  2.17
S  1.67  -0.05  0.40
H  -0.55  -3.24  -0.10
H  -1.78  -2.54  -1.40
H  -0.06  0.19  -2.39
H  -1.78  0.02  -1.80
H  -0.93  2.20  -0.90
H  -1.45  0.94  0.52
H  1.39  1.76  -1.08
H  1.04  2.19  0.64

***

Number 1: electronic energy -306.464303 Ha. Number 2: electronic energy -12881.607241 Ha. Number 3: electronic energy -1555.991967 Ha. Number 4: electronic energy -853.284204 Ha.